No. 1
Formula: C10H12BrN2
Source: OMol25
Level of theory: ωB97M-V/def2-TZVPD

Last column: natural (NBO) charge in e.
Positions of all 25 atoms, in Å:
H  -1.224  -2.268  -1.234  0.23
H  1.095  2.023  1.158  0.48
H  -2.418  -1.436  -2.040  0.24
C  -1.895  0.096  -0.628  0.18
C  -0.866  2.114  0.196  0.39
H  3.242  0.597  1.307  0.24
H  -0.799  3.226  0.214  0.25
C  2.399  0.173  1.949  -0.64
H  0.819  -3.644  -0.198  0.25
C  0.311  0.104  0.563  0.20
H  2.855  -0.469  2.585  0.25
C  0.664  -2.516  -0.018  -0.17
C  -2.433  -0.384  -1.966  -0.64
N  -1.724  1.504  -0.591  -0.54
C  1.538  -1.837  0.830  -0.16
C  1.432  -0.485  1.073  -0.04
H  -1.821  0.140  -2.761  0.24
H  2.251  -2.442  1.340  0.23
H  2.000  1.010  2.576  0.21
H  -3.519  -0.135  -2.054  0.25
N  0.203  1.490  0.757  -0.53
C  -0.476  -1.884  -0.502  -0.15
Br  -3.379  -0.203  0.805  -0.05
C  -0.629  -0.558  -0.258  -0.16
H  -2.493  2.074  -0.944  0.45

Highest occupied orbital energy in eV: -12.687
Structure (SMILES): Cc1cccc2c1NC=[NH+][C@]2(C)Br
Relative energy (zero: lowest compared OMol25 entry of this formula, charge and spin) in kcal per mole: 0.0
Calculated total energy in hartree: -3071.53564
Total charge: +1
Lowest unoccupied orbital energy in eV: -4.07

***

No. 2
Formula: C2H2FLiOTm
Source: OMol25
Level of theory: ωB97M-V/def2-TZVPD

Last column: Löwdin spin population.
Positions of all 8 atoms, in Å:
H  -0.404  1.242  -1.188  0.01
H  -0.343  -2.127  0.141  0.00
C  -0.686  -0.006  -0.297  0.66
C  -0.003  -1.131  -0.121  0.03
O  0.045  1.163  -0.128  0.23
Tm  2.185  0.995  0.468  1.03
F  1.434  -1.002  0.028  0.02
Li  -2.227  0.867  1.096  0.02

Highest occupied orbital energy (spin up / spin down) in eV: -23.002 / -22.155
Relative energy (zero: lowest compared OMol25 entry of this formula, charge and spin) in kcal per mole: 13.0
Calculated total energy in hartree: -1343.86636
⟨S²⟩: 2.016
Total charge: +3
Lowest unoccupied orbital energy (spin up / spin down) in eV: -13.87 / -17.02
2S+1: 3

***

No. 3
Formula: C4H13N2OP
Source: OMol25
Level of theory: ωB97M-V/def2-TZVPD

Last column: natural (NBO) charge in e.
Positions of all 21 atoms, in Å:
C  2.357  -0.334  -1.442  -0.42
H  0.382  2.046  -0.136  0.21
H  -2.397  1.836  0.108  0.21
H  -1.235  -1.279  1.985  0.25
H  2.975  -0.974  -0.820  0.21
H  0.214  -3.082  1.032  0.44
O  0.699  -2.234  1.331  -1.06
H  -2.630  -1.460  1.186  0.19
H  2.269  1.984  -0.434  0.21
C  1.352  1.460  -0.062  -0.42
C  -1.969  0.943  -0.411  -0.43
N  -1.153  0.005  0.410  -0.83
H  2.054  -0.956  -2.400  0.21
H  -1.326  1.333  -1.291  0.21
H  -2.869  0.361  -0.741  0.19
C  -1.939  -0.714  1.537  -0.42
H  2.920  0.539  -1.891  0.21
H  -2.201  0.090  2.201  0.21
N  1.149  0.141  -0.745  -0.79
H  1.412  1.238  0.992  0.21
P  -0.063  -0.945  -0.409  1.41

Highest occupied orbital energy in eV: -8.111
Relative energy (zero: lowest compared OMol25 entry of this formula, charge and spin) in kcal per mole: 76.1
Calculated total energy in hartree: -686.21582
Lowest unoccupied orbital energy in eV: 0.70

***

No. 4
Formula: C5H7PS
Source: OMol25
Level of theory: ωB97M-V/def2-TZVPD

Last column: natural (NBO) charge in e.
Positions of all 14 atoms, in Å:
P  -0.215  0.207  -0.847  1.24
H  1.682  0.481  -2.213  0.26
C  -0.039  -1.387  -0.006  -0.53
S  -1.602  0.396  -2.282  -0.57
H  1.573  1.910  -1.237  0.26
C  -0.965  0.921  0.707  -0.47
C  1.472  0.830  -1.199  -0.98
C  -0.958  -0.042  1.689  -0.21
H  -1.028  0.133  2.761  0.22
H  2.326  0.367  -0.664  0.26
H  -1.378  1.955  0.595  0.25
C  -0.446  -1.355  1.256  -0.18
H  0.237  -2.276  -0.529  0.24
H  -0.660  -2.140  1.969  0.22

Highest occupied orbital energy in eV: -8.270
Structure (SMILES): CP1(=S)C=CC=C1
Relative energy (zero: lowest compared OMol25 entry of this formula, charge and spin) in kcal per mole: 11.6
Calculated total energy in hartree: -934.22072
Lowest unoccupied orbital energy in eV: -0.26

***

No. 5
Formula: C6H10P2
Source: OMol25
Level of theory: ωB97M-V/def2-TZVPD

Last column: natural (NBO) charge in e.
Positions of all 18 atoms, in Å:
H  -0.040  -0.285  -1.877  0.23
H  -3.192  -0.312  1.451  0.21
H  1.908  1.773  -1.650  0.19
C  0.019  -1.024  -1.073  -0.58
H  -1.330  1.257  -0.416  0.19
H  -2.287  1.082  2.048  0.22
C  -1.652  0.386  0.141  -0.16
C  1.309  -0.914  -0.382  -0.30
H  -1.401  -1.649  0.498  0.20
H  -3.477  1.302  0.770  0.22
P  3.484  1.258  0.313  0.43
H  4.087  2.512  0.027  -0.05
C  2.333  1.223  -0.844  -0.61
C  -2.719  0.622  1.157  -0.64
P  2.401  -1.595  0.630  0.43
H  -0.077  -2.020  -1.523  0.23
C  -1.093  -0.791  -0.089  -0.18
H  1.728  -2.824  0.818  -0.05

Highest occupied orbital energy (spin up / spin down) in eV: -8.533 / -8.536
Relative energy (zero: lowest compared OMol25 entry of this formula, charge and spin) in kcal per mole: 98.8
Calculated total energy in hartree: -917.08805
Lowest unoccupied orbital energy (spin up / spin down) in eV: 0.15 / 0.15

***

No. 6
Formula: C20H22N2O6
Source: OMol25
Level of theory: ωB97M-V/def2-TZVPD

Last column: natural (NBO) charge in e.
Positions of all 50 atoms, in Å:
O  1.537  -0.517  -5.401  -0.49
H  -2.913  1.702  3.451  0.22
C  0.113  -1.283  -1.619  -0.08
H  -1.669  -1.445  2.831  0.22
O  -0.460  2.009  3.309  -0.60
C  -4.253  0.789  2.063  -0.63
C  0.284  -0.030  -3.666  -0.28
H  -3.137  2.848  0.666  0.20
H  3.419  -0.141  -6.489  0.21
H  -3.969  -0.238  2.019  0.22
H  1.260  -4.275  1.531  0.23
C  -0.985  -1.818  2.022  -0.23
C  -0.498  1.497  2.233  0.71
H  3.554  -0.297  -4.674  0.19
H  -0.866  0.649  -2.191  0.20
C  -1.803  0.205  0.531  -0.25
N  -1.740  0.995  1.787  -0.46
C  -0.171  -1.670  -0.283  -0.14
C  -3.240  2.939  1.804  -0.61
H  2.614  -2.484  -3.621  0.24
C  -0.248  -0.150  -2.468  -0.16
H  -4.914  1.257  1.224  0.21
H  -4.315  3.373  1.924  0.22
H  -4.890  0.945  2.928  0.23
C  -0.964  -1.083  0.782  0.02
H  -0.211  0.787  -4.264  0.23
C  -3.026  1.583  2.315  -0.06
C  1.174  -0.911  -4.128  0.33
H  -0.188  -3.470  3.238  0.23
H  2.377  1.534  2.775  0.23
O  1.678  -2.887  -1.026  -0.42
C  -0.266  -2.978  2.267  -0.22
H  1.159  -0.053  1.813  0.25
C  0.676  -3.340  1.306  -0.24
N  4.067  0.886  0.888  0.70
C  3.014  -0.658  -5.559  -0.27
H  -2.763  -0.090  0.109  0.24
O  2.924  1.765  0.658  -0.35
H  -2.534  3.653  2.257  0.23
O  4.627  0.853  1.987  -0.36
C  1.245  -2.064  -2.048  0.31
C  0.841  1.008  1.616  -0.53
C  2.022  1.855  1.789  -0.11
H  0.701  0.955  0.540  0.22
O  4.473  0.217  -0.040  -0.32
H  3.354  -1.664  -5.651  0.18
C  1.738  -1.921  -3.309  -0.34
H  1.704  2.934  1.911  0.21
H  -1.346  0.834  -0.189  0.20
C  0.812  -2.605  0.053  0.29

Highest occupied orbital energy in eV: -8.145
Structure (SMILES): COc1ccc2c(c1)oc1cccc(CN(C(=O)CCO[N+](=O)[O-])C(C)C)c12
Relative energy (zero: lowest compared OMol25 entry of this formula, charge and spin) in kcal per mole: 190.1
Calculated total energy in hartree: -1336.00612
Lowest unoccupied orbital energy in eV: 0.11